1.
C17H17N4O2PdTe4 | ωB97M-V with the def2-TZVPD basis set

Last column: Mulliken charge in e.
CARTESIAN COORDINATES (ANGSTROEM)
H: 0.006 4.131 1.913  0.351
C: 4.017 -1.061 5.884  -0.700
Te: -0.745 0.916 -2.230  -0.003
H: 3.974 -0.520 6.821  0.417
C: 5.089 -2.674 4.467  -0.826
C: 3.203 -3.077 1.299  -0.818
C: -2.947 2.042 3.862  -0.525
N: -0.167 -2.521 -2.145  -0.084
H: -2.676 0.674 5.498  0.416
H: 1.196 2.876 1.470  0.302
N: 0.441 -2.756 -3.441  -0.613
H: 0.492 -2.849 -1.460  0.166
H: -0.968 -3.129 -2.077  0.249
O: -0.781 2.448 0.968  -0.069
C: -1.287 1.961 2.133  0.178
H: 4.958 -3.916 2.096  0.394
H: 1.305 -2.239 -3.479  0.222
H: -0.179 -2.404 -4.152  0.233
N: 1.175 -0.394 2.928  -0.539
C: 2.090 -2.166 1.461  0.361
H: 2.241 -0.151 5.116  0.442
H: -2.928 3.309 2.115  0.489
C: 3.044 -0.850 4.929  -0.515
Te: -2.144 -2.019 1.119  0.020
C: 3.075 -1.554 3.719  0.725
C: 4.140 -3.220 2.250  -0.850
O: 1.215 -2.107 0.584  -0.279
Te: 1.701 0.563 -1.333  -0.048
N: 0.427 0.243 2.154  0.362
C: -2.291 1.029 4.551  -0.810
C: 2.071 -1.340 2.682  0.200
H: 5.810 -2.128 6.407  0.408
Te: -2.891 -0.290 -0.730  -0.058
H: -3.857 2.471 4.264  0.424
C: 0.284 3.390 1.162  -0.868
C: 5.049 -1.972 5.653  -0.575
H: 5.888 -3.383 4.276  0.410
H: -0.647 -0.354 4.522  0.437
C: -0.649 0.902 2.788  0.416
C: -2.438 2.513 2.660  -0.410
C: -1.155 0.456 4.013  -0.265
H: 0.446 3.878 0.205  0.255
Pd: -0.400 -0.519 -0.140  0.651
H: 3.238 -3.644 0.377  0.478
C: 4.107 -2.483 3.493  0.851

Results
- Total charge: +1
- Molecular weight: 926.2 g mol⁻¹
- Energy above the lowest of the compared OMol25 structures with the same formula, charge and spin: 30.2 kJ/mol
- HOMO-LUMO gap (spin up / spin down): 0.23976 / 0.18228 Eh
- Multiplicity: 5

2.
C5H11NO2 | ωB97M-V with the def2-TZVPD basis set

Last column: Mulliken charge in e.
CARTESIAN COORDINATES (ANGSTROEM)
H: -0.632 -1.724 -1.200  0.260
O: 0.144 0.774 -1.749  -0.568
H: 0.346 -0.332 1.190  0.227
H: -2.643 -2.255 0.144  0.368
H: 1.101 0.782 -1.575  0.343
C: -0.357 0.316 -0.523  0.656
C: -1.238 -0.908 -0.787  -0.350
C: 1.719 0.931 0.695  -0.191
N: 0.774 -0.009 0.320  -0.500
H: -1.678 1.639 -0.645  0.364
O: -1.083 1.356 0.069  -0.550
H: 3.452 -0.239 0.434  0.278
H: -2.653 -0.631 0.842  0.261
H: 1.301 1.899 0.968  0.303
H: 3.720 1.505 1.017  0.271
H: -1.971 -0.655 -1.564  0.310
H: -1.331 -1.757 1.217  0.308
C: -2.006 -1.411 0.428  -1.129
C: 3.035 0.720 0.721  -0.662

Results
- Molecular weight: 117.1 g mol⁻¹
- SMILES: C=CNC(O)(O)CC
- Energy above the lowest of the compared OMol25 structures with the same formula, charge and spin: 151.9 kJ/mol
- HOMO-LUMO gap: 0.38662 Eh

3.
C31H29FN5O4Zr | ωB97M-V with the def2-TZVPD basis set

Last column: Mulliken charge in e.
CARTESIAN COORDINATES (ANGSTROEM)
C: 9.766 15.927 10.859  -0.924
O: 11.356 10.997 14.130  -0.362
H: 10.946 15.126 13.089  0.444
H: 7.814 15.288 8.107  0.164
C: 12.561 11.908 16.015  -0.023
N: 11.613 13.263 14.292  -1.090
C: 11.604 7.252 13.289  0.359
C: 12.992 11.750 9.028  -0.193
H: 9.916 9.838 9.178  0.016
H: 7.705 11.775 6.937  0.249
C: 12.272 10.755 16.787  -0.129
H: 10.330 16.675 11.290  0.533
H: 13.677 7.934 13.541  0.330
H: 13.218 14.000 16.104  0.329
H: 9.092 4.148 10.875  0.370
H: 6.654 10.106 9.574  0.571
C: 8.410 15.131 9.029  -0.396
C: 7.985 12.806 7.238  -0.966
H: 14.462 13.760 18.173  0.310
C: 13.589 11.754 18.579  -0.240
C: 12.790 10.740 18.099  -0.618
C: 10.359 5.603 11.938  -0.367
C: 8.947 16.167 9.716  -0.794
N: 11.896 13.681 7.721  -0.561
H: 12.531 9.247 13.424  -0.046
O: 9.324 12.291 11.021  -0.458
C: 11.839 12.114 14.721  0.833
H: 12.060 6.299 13.532  0.656
H: 7.260 13.578 6.999  0.387
C: 9.817 14.578 11.314  0.692
H: 8.960 13.042 6.841  0.364
H: 14.025 11.676 19.584  0.323
C: 10.587 14.284 12.552  -0.215
H: 6.622 9.298 11.124  0.387
H: 10.989 4.947 12.524  0.377
H: 9.589 8.497 8.143  0.526
C: 9.332 5.183 11.042  -1.547
C: 13.215 13.015 16.612  -0.203
H: 11.432 7.778 15.400  0.297
C: 12.775 8.271 12.984  -1.048
C: 12.338 12.799 8.303  0.214
H: 7.385 7.907 9.131  0.414
C: 12.558 11.411 10.280  0.652
C: 9.291 13.525 10.564  0.533
C: 7.228 9.676 10.348  -1.440
C: 10.647 6.903 12.155  0.091
H: 7.904 6.006 9.618  0.369
N: 12.305 11.176 11.381  -0.450
O: 10.218 9.216 11.754  0.101
N: 14.715 10.178 7.893  -0.571
C: 10.776 7.562 14.519  -1.398
F: 8.663 11.110 13.636  -0.677
H: 12.867 8.180 11.881  0.368
H: 8.572 10.049 8.111  -0.195
C: 9.100 9.272 8.672  -0.677
C: 8.102 8.563 9.672  0.468
C: 8.906 7.560 10.515  -0.152
O: 8.093 12.709 8.677  -0.214
H: 10.144 6.712 14.813  0.427
H: 12.722 9.786 18.693  0.266
C: 9.847 7.922 11.507  0.783
C: 8.551 13.815 9.372  -0.089
H: 11.773 9.904 16.318  0.185
C: 13.901 10.827 8.397  0.111
C: 8.705 6.188 10.308  -0.794
N: 10.838 13.140 13.098  0.483
H: 7.801 10.454 10.816  -0.030
H: 10.077 8.350 14.384  0.221
Zr: 10.204 11.097 12.434  2.033
C: 13.786 12.924 17.881  -0.616
H: 8.767 17.232 9.346  0.250

Results
- Total charge: -1
- Molecular weight: 645.8 g mol⁻¹
- HOMO-LUMO gap: 0.27690 Eh

4.
C24H65N3O13 | ωB97M-V with the def2-TZVPD basis set

Last column: Mulliken charge in e.
CARTESIAN COORDINATES (ANGSTROEM)
H: 4.189 -5.612 7.932  -0.121
H: 15.347 -1.243 12.207  0.321
O: 4.963 -4.874 10.831  -0.611
O: -0.070 -2.523 10.805  -0.596
H: 0.149 -3.999 12.080  0.158
H: 10.760 -2.108 11.817  0.341
H: 2.890 -11.978 12.622  0.352
H: 10.865 -2.341 10.240  0.063
H: 1.330 -9.242 9.733  0.430
C: 1.928 -2.579 12.120  0.446
H: 14.088 -0.516 13.201  0.270
H: 1.143 -10.528 14.892  0.336
H: 2.965 -8.762 9.683  0.314
C: 6.183 -6.326 7.520  -0.947
C: 9.315 -0.086 9.863  -0.406
H: 8.756 -5.845 8.125  0.480
H: 8.073 -2.150 8.642  0.415
H: 8.771 -4.001 9.294  -0.092
O: 1.687 -7.595 10.893  -0.380
H: 14.159 -0.228 11.494  0.298
O: 4.936 -4.723 6.224  -0.416
H: 2.359 -5.754 11.100  -0.245
O: 9.783 -5.380 10.630  -0.443
H: 4.974 0.587 13.059  0.302
H: 10.622 -6.516 9.290  0.330
N: 6.687 -5.380 8.524  0.237
H: 10.837 -4.743 9.003  0.319
H: 5.101 -2.975 12.967  -0.375
C: 6.168 -1.089 13.203  -0.011
C: 8.006 -5.841 8.915  -0.738
H: 12.166 -0.194 10.050  0.317
H: 3.473 -9.399 14.671  0.442
H: 7.537 -3.382 13.671  0.267
C: 1.936 -11.639 13.027  -0.676
H: 2.742 -10.729 17.133  0.343
C: 2.592 -9.869 11.454  -0.560
C: 0.380 -2.935 12.117  -0.456
H: 6.835 -0.847 9.289  0.532
H: 3.510 -5.782 15.511  0.281
H: 4.407 -11.295 16.615  0.301
C: 2.752 -6.068 14.782  -0.635
H: 6.740 -2.290 9.920  -0.034
H: 9.873 0.258 11.888  0.338
H: 11.789 -5.683 10.260  0.292
C: 14.284 -1.006 12.247  -0.732
H: 1.619 -8.009 14.423  0.289
H: -0.304 -2.600 12.897  0.288
H: 1.881 -5.415 14.831  0.329
H: 4.304 -5.214 11.437  0.238
H: 2.510 -3.273 11.514  -0.123
H: 8.591 0.684 9.596  0.558
C: 11.460 -1.864 11.018  -0.183
O: 7.010 -3.335 12.870  -0.376
C: 8.638 -4.876 9.930  0.228
O: 13.644 -2.259 12.203  -0.401
C: 1.781 -11.339 14.539  -0.602
O: 3.101 -5.761 13.383  -0.515
H: 3.196 -10.676 11.038  0.469
H: 2.986 -12.268 16.778  0.363
H: 5.537 -4.337 11.377  -0.021
H: 6.132 -5.291 9.363  -0.020
H: 2.175 -7.783 15.955  0.511
H: 0.847 -10.757 11.427  0.268
C: 12.880 -2.445 11.044  -0.570
C: 2.509 -7.634 14.928  -0.466
H: 6.482 -0.996 12.163  -0.135
H: 1.296 -12.100 15.150  0.586
H: 3.255 -9.296 12.103  0.263
C: 3.571 -4.371 5.935  -0.834
H: 6.927 -6.441 6.732  0.456
C: 7.516 -1.682 9.454  -0.988
N: 11.604 -0.436 10.853  -0.162
H: 7.050 -0.739 13.740  0.301
C: 2.128 -8.864 10.374  -0.670
H: 3.455 -6.577 13.023  0.315
C: 3.335 -11.300 16.418  -0.912
C: 2.444 -6.566 10.378  -0.297
O: 3.568 -8.468 14.457  -0.550
H: 7.862 -6.818 9.377  0.429
H: 2.084 -6.176 9.427  0.299
H: 7.948 -4.454 10.661  0.002
O: 3.067 -11.041 15.044  -0.471
H: 0.355 -1.678 10.641  0.377
C: 6.001 -2.602 13.454  0.079
H: 3.428 -3.626 6.718  0.301
H: 10.516 1.356 10.906  0.413
N: 1.464 -10.464 12.170  -0.334
H: 6.181 -7.354 7.884  0.464
H: 13.530 -2.358 10.174  0.380
H: 3.477 -6.904 10.296  0.475
C: 4.818 -5.851 7.075  0.111
H: 2.872 -0.979 11.947  0.214
H: 12.630 -3.506 11.071  0.143
H: 5.841 -2.765 14.520  0.511
H: 3.449 -3.877 4.971  0.285
O: 8.489 -1.215 10.378  0.050
H: 9.875 -0.339 8.963  0.281
O: 4.909 -0.354 13.238  -0.527
O: 2.060 -1.305 11.553  -0.602
H: 2.755 -5.088 6.027  0.337
H: 2.307 -2.805 13.117  0.313
H: 4.369 -6.689 6.542  0.395
C: 10.321 0.283 10.895  -1.154
H: 1.294 -12.516 12.944  0.357
C: 10.841 -5.547 9.739  -0.817

Results
- Molecular weight: 603.8 g mol⁻¹
- SMILES: COCCNCCOC.COCCNCCOC.COCCNCCOC.OCCO.OCCO.OCCO.O
- Energy above the lowest of the compared OMol25 structures with the same formula, charge and spin: 433.2 kJ/mol
- HOMO-LUMO gap: 0.32378 Eh

5.
C5H37N2O14 | ωB97M-V with the def2-TZVPD basis set

Last column: Mulliken charge in e.
CARTESIAN COORDINATES (ANGSTROEM)
O: 1.767 1.899 -3.348  -0.559
H: 1.181 0.281 -0.090  0.414
H: -4.554 -2.789 -0.048  0.287
H: -0.628 1.784 -2.123  0.061
H: -1.548 3.185 -0.120  0.171
O: 1.067 -3.023 1.442  -0.585
H: 3.100 2.351 1.512  0.345
H: 2.767 1.870 -1.161  0.256
O: -2.651 -0.458 2.220  -0.575
O: -2.765 -3.356 -2.284  -0.599
H: -0.627 2.416 0.837  0.292
O: 0.870 4.646 -0.389  -0.600
H: 0.483 -4.475 -0.948  0.412
H: 1.110 3.813 -0.882  0.275
H: -0.159 1.579 3.193  0.282
H: -3.119 -0.104 3.021  0.317
N: -2.362 0.161 -1.121  -0.021
O: 2.542 1.961 2.221  -0.715
O: -0.750 -1.301 3.981  -0.526
C: -0.310 -1.140 -0.771  0.125
H: -0.280 -4.528 1.180  0.568
H: -0.485 0.536 0.617  -0.347
C: -1.624 -0.944 -1.267  0.076
H: -3.400 -0.020 -1.044  0.377
H: 1.866 1.055 -3.874  0.329
H: -3.755 -3.301 -2.154  0.262
H: -0.436 -1.991 3.509  0.257
H: 1.661 -2.179 -1.102  0.353
O: 3.605 -0.399 2.728  -0.711
O: -1.105 2.516 0.029  -0.329
C: 0.587 -2.294 -1.244  -1.060
H: 0.559 -0.712 1.073  0.362
H: 3.258 0.589 -0.348  0.233
H: -2.046 0.829 -0.462  -0.161
H: -2.244 -1.764 -1.889  0.170
H: -2.847 0.336 1.606  0.247
C: 0.266 -3.738 0.823  -0.225
O: -4.237 -1.947 -0.224  -0.536
H: 2.993 1.054 2.358  0.391
H: 3.659 2.861 -2.669  0.319
O: 3.361 3.152 -1.879  -0.641
H: 4.153 0.020 3.399  0.334
H: 2.541 3.683 -1.779  0.338
O: 2.513 0.893 -0.851  -0.695
H: 1.142 1.611 -2.680  0.248
C: 0.002 -3.511 -0.612  -0.514
N: 0.311 -0.177 0.249  0.769
H: 2.833 -0.881 3.010  0.336
O: 0.001 1.771 2.189  -0.772
H: 0.989 1.893 2.123  0.387
H: 0.063 5.045 -0.658  0.289
O: -1.308 1.901 -2.753  -0.519
H: -1.480 -1.525 4.483  0.259
H: -4.091 -1.670 0.641  0.249
H: 0.298 -2.476 -2.271  0.361
H: -1.798 2.593 -2.269  0.393
H: -2.641 -3.535 -3.170  0.267
H: -0.963 -3.624 -0.949  0.280

Results
- Total charge: +1
- Molecular weight: 349.4 g mol⁻¹
- Energy above the lowest of the compared OMol25 structures with the same formula, charge and spin: 615.0 kJ/mol
- HOMO-LUMO gap: 0.29503 Eh